Record 1
This record from the Open Molecules 2025 dataset describes C29H28Br4HfN3O2SSb as an isolated structure at a distorted geometry. The level of theory is ωB97M-V with the def2-TZVPD basis set.

```
69
C29H28Br4HfN3O2SSb (ωB97M-V with the def2-TZVPD basis set)
Hf -0.80150 -1.72646 0.78867
Br -6.72531 -3.54586 3.77861
C -5.46587 -3.07322 2.45036
C -5.68819 -3.27235 1.07517
Br -7.22994 -4.12554 0.40314
C -4.67612 -2.91713 0.16863
Br -4.86894 -3.23693 -1.68628
C -3.50529 -2.38175 0.63790
O -2.40423 -2.08754 -0.19714
C -3.33573 -2.10424 1.96648
O -2.08066 -1.66262 2.26785
C -4.27178 -2.40731 2.88056
Br -3.84643 -1.99543 4.63804
C 0.45605 -3.15119 -1.72170
N 1.63137 -3.33122 -0.89367
C 2.89935 -2.86057 -1.43571
C 1.53818 -3.68503 0.43424
N 0.47935 -3.33753 1.18204
N 2.55123 -4.40042 0.90891
C 3.35651 -5.27300 0.10559
C 2.66075 -4.63392 2.34395
H 0.63645 -3.39743 -2.77138
H 0.08129 -2.12179 -1.80622
H -0.31418 -3.83418 -1.34341
H 2.77982 -1.84600 -1.79077
H 3.25840 -3.44833 -2.26780
H 3.65459 -2.85004 -0.62263
H 0.23635 -4.01846 1.90792
H 2.95475 -5.42060 -0.89441
H 3.45503 -6.23523 0.57934
H 4.36082 -4.88829 -0.05269
H 1.99876 -5.46095 2.64251
H 2.38690 -3.73363 2.87648
H 3.70646 -4.92712 2.53824
S 0.97715 0.03337 0.52559
Sb 0.55812 2.27552 -0.16475
C -1.30258 2.45699 -1.10662
C -1.86271 3.71674 -1.07717
C -2.97101 3.97357 -1.87397
C -3.50230 3.00266 -2.71935
C -2.86909 1.75590 -2.76235
C -1.78459 1.46552 -1.94834
C 1.92803 2.93703 -1.60868
C 3.29189 2.59323 -1.55598
C 4.14531 3.11587 -2.51322
C 3.64356 3.92559 -3.53447
C 2.32243 4.19987 -3.61747
C 1.43535 3.76049 -2.61257
C 0.53002 3.34751 1.60804
C 1.38072 4.43549 1.88038
C 1.24247 5.13970 3.07297
C 0.30542 4.79041 3.99951
C -0.55100 3.71488 3.77610
C -0.43151 2.94769 2.60419
H -1.45935 4.50325 -0.41487
H -3.37745 4.95556 -1.87066
H -4.34815 3.17484 -3.37090
H -3.27489 0.95022 -3.35024
H -1.31641 0.48489 -2.04418
H 3.68303 1.92645 -0.80235
H 5.24133 2.97287 -2.42426
H 4.36259 4.26572 -4.26478
H 1.90679 4.82579 -4.41855
H 0.43795 4.06459 -2.67249
H 2.08871 4.74081 1.11737
H 1.95579 5.93231 3.23278
H 0.27843 5.39351 4.90937
H -1.37382 3.44144 4.47090
H -1.15844 2.17101 2.44021
```

## Properties
* relative energy (zero: lowest compared OMol25 entry of this formula, charge and spin): 10.77 kcal per mole
* net charge: +2
* 2S+1: 1
* lowest unoccupied orbital energy: -5.835 eV
* HOMO: -12.9 eV

Results of the Mulliken charge analysis, in e, for atoms 1 through 2: number 1, Hf, carries 1.15; number 2, Br, carries -0.09

Record 2
This record from the Open Molecules 2025 dataset describes C29H28BrCoF9N2O5SSi as an isolated structure at a distorted geometry. The level of theory is ωB97M-V with the def2-TZVPD basis set.

```
77
C29H28BrCoF9N2O5SSi (ωB97M-V with the def2-TZVPD basis set)
Co -0.97139 0.09287 0.80475
Br -2.82631 4.27982 5.98323
C -2.93971 4.46872 4.09446
C -3.86552 5.39940 3.58811
C -3.96289 5.53177 2.19543
C -3.15661 4.67118 1.37295
C -2.23811 3.78099 2.06883
N -2.10696 3.79972 3.33525
C -1.36606 2.92415 1.13609
O -1.24612 3.35002 -0.01424
O -0.82510 1.82474 1.59008
H -4.41078 6.07312 4.30298
H -4.66381 6.25503 1.74114
H -3.03363 4.65873 0.30209
F -3.90162 -1.16702 2.11088
C -3.12475 -0.84871 3.24212
F -2.94654 0.50965 3.15117
F -3.88779 -1.10223 4.32368
C -1.71096 -1.66334 3.13989
O -0.76140 -1.04237 2.40250
C -1.15186 -1.70691 4.59384
F 0.15298 -2.07552 4.61327
F -1.22859 -0.43422 5.12834
F -1.83614 -2.48820 5.47904
C -1.86056 -3.09372 2.48561
F -1.85252 -2.98114 1.16048
F -0.86617 -3.88806 2.91868
F -3.04651 -3.70821 2.80878
S -4.91985 -0.56709 -1.50693
C -3.54274 -0.21891 -0.82075
N -2.51200 0.04826 -0.28164
C 3.27793 1.38977 -2.94979
C 2.86877 0.75669 -1.64858
C 2.57990 1.79349 -0.57550
C 3.77618 -0.37730 -1.13491
Si 1.10932 -0.22950 -1.84921
O 0.31710 -0.29862 -0.41912
C 1.35420 -2.03183 -2.35517
C 2.35794 -2.43789 -3.25077
C 2.35859 -3.72344 -3.77231
C 1.49384 -4.72073 -3.35536
C 0.54213 -4.36123 -2.37813
C 0.54095 -3.06037 -1.84075
C 0.13231 0.69846 -3.12205
C 0.04627 0.20029 -4.42314
C -0.58942 0.93727 -5.37857
C -1.06959 2.20013 -5.08345
C -1.15079 2.58829 -3.72584
C -0.53229 1.81659 -2.72983
H 4.36392 1.77166 -2.97120
H 2.64170 2.22855 -3.17871
H 3.22585 0.65099 -3.73987
H 3.45042 2.32565 -0.19092
H 2.02108 1.38838 0.26145
H 1.97720 2.59018 -0.98434
H 4.71084 0.09084 -0.72586
H 4.05351 -0.97728 -1.99317
H 3.29607 -0.97602 -0.33645
H 3.09789 -1.70136 -3.62744
H 3.05733 -3.97858 -4.58571
H 1.51099 -5.74385 -3.78138
H -0.16915 -5.06636 -1.99755
H -0.10634 -2.78125 -1.04578
H 0.50426 -0.75471 -4.62952
H -0.62057 0.52606 -6.42042
H -1.48642 2.85370 -5.86141
H -1.35825 3.60738 -3.49103
H -0.64504 2.15783 -1.68238
C 3.03378 -3.06690 3.00232
C 2.53306 -1.65754 2.64222
O 2.39767 -1.51046 1.24186
H 2.29271 -3.49581 3.79474
H 4.00907 -2.92156 3.49262
H 2.98260 -3.81477 2.17071
H 3.36074 -1.04080 2.99393
H 1.55898 -1.39191 3.12812
H 1.50280 -1.13469 1.05758
```

## Properties
* net charge: -1
* 2S+1: 5
* lowest unoccupied orbital energy (alpha / beta): 2.404 / -0.045 eV
* HOMO (alpha / beta): -6.2 / -6.1 eV

Results of the Mulliken charge analysis, in e, for atoms 1 through 2: number 1, Co, carries -0.36; number 2, Br, carries -0.17

Record 3
This record from the Open Molecules 2025 dataset describes C29H28GaN2OP as an isolated structure at a distorted geometry. The level of theory is ωB97M-V with the def2-TZVPD basis set.

```
62
C29H28GaN2OP (ωB97M-V with the def2-TZVPD basis set)
Ga -0.18882 0.57453 -0.74621
C -0.88897 -1.30079 6.11508
C 0.00422 -2.15764 5.48856
C 0.20177 -2.09148 4.11645
C -0.49217 -1.15382 3.35545
C -1.38750 -0.29607 3.99609
C -1.59364 -0.37069 5.36412
P -0.39158 -0.95177 1.52868
C 1.21563 -1.87674 1.28174
C 1.27956 -3.41341 1.04268
C 2.36817 -4.12242 1.71703
C 3.38500 -3.46876 2.30288
C 3.36873 -2.03007 2.46226
C 2.31521 -1.29965 2.06744
C -1.73203 -2.08649 1.00169
C -2.16153 -3.14492 1.76635
C -3.24293 -3.94041 1.34685
C -3.86940 -3.68144 0.16086
C -3.45792 -2.60381 -0.65662
C -4.09070 -2.33359 -1.89306
C -3.68149 -1.27643 -2.65413
C -2.64252 -0.43989 -2.19737
C -1.98388 -0.62762 -0.99966
C -2.39086 -1.76254 -0.22652
H -1.03836 -1.35914 7.18578
H 0.54885 -2.89013 6.07145
H 0.88758 -2.78716 3.64997
H -1.92408 0.43299 3.39659
H -2.29920 0.29456 5.84590
H 0.33285 -3.93963 0.97554
H 2.31592 -5.20411 1.75477
H 4.18842 -4.02394 2.77141
H 4.17414 -1.56781 3.01927
H 2.22164 -0.25687 2.35177
H -1.67712 -3.38201 2.70442
H -3.58166 -4.75306 1.97759
H -4.70003 -4.29755 -0.16542
H -4.89692 -2.97799 -2.22521
H -4.15675 -1.07661 -3.60759
H -2.35322 0.40247 -2.82433
C -3.93797 1.82084 0.63726
C -2.69617 2.54972 1.01067
N -1.45390 2.18933 0.76409
C -0.64641 3.15874 1.31207
C -1.40603 4.11848 1.90039
N -2.70790 3.72058 1.70155
H -3.66001 0.89118 0.15247
H -4.54299 2.40834 -0.05596
H -4.54033 1.59925 1.52037
H 0.42645 3.08703 1.24159
H -1.15240 5.02308 2.42399
H -3.52685 4.21341 2.00757
C 0.18296 -3.39826 -1.79687
O 0.49837 -2.27239 -0.98605
C 1.54275 -2.44030 -0.07878
C 2.91247 -2.27270 -0.69573
H 0.03808 -3.04866 -2.81859
H -0.74703 -3.85722 -1.45193
H 0.98858 -4.13374 -1.77006
H 3.62303 -3.00167 -0.30982
H 3.30274 -1.27278 -0.50575
H 2.82456 -2.40614 -1.77339
```

## Properties
* relative energy (zero: lowest compared OMol25 entry of this formula, charge and spin): 0.00 kcal per mole
* 2S+1: 1
* lowest unoccupied orbital energy: 0.612 eV
* HOMO: -6.7 eV

Results of the Mulliken charge analysis, in e, for atoms 1 through 2: number 1, Ga, carries -0.55; number 2, C, carries -0.55